1.
C33H27F3N3O5 | the ωB97M-V functional and the def2-TZVPD basis

Properties
E_HOMO (eV): -10.8
Net charge: +1
HOMO-LUMO gap (eV): 6.15
Lowest unoccupied orbital energy (eV): -4.65

CARTESIAN COORDINATES (ANGSTROEM)
C (-0.897, -7.463, 2.491)
C (-0.027, -6.413, 3.170)
C (0.371, -6.819, 4.577)
O (1.332, -5.880, 5.101)
N (2.607, -6.467, 5.363)
C (3.238, -6.604, 4.105)
N (3.423, -7.840, 3.635)
N (3.652, -5.533, 3.452)
C (4.374, -5.539, 2.186)
F (5.596, -5.995, 2.354)
F (4.402, -4.302, 1.759)
F (3.737, -6.314, 1.314)
H (-1.519, -7.995, 3.209)
H (-0.291, -8.171, 1.930)
H (-1.574, -6.988, 1.786)
H (-0.552, -5.463, 3.266)
H (0.891, -6.209, 2.613)
H (-0.492, -6.782, 5.241)
H (0.743, -7.843, 4.621)
H (3.092, -5.762, 5.912)
H (3.021, -8.532, 4.259)
H (3.158, -8.034, 2.673)
H (3.481, -4.622, 3.859)
C (-4.146, -0.088, -0.352)
C (-3.504, 0.947, -1.024)
C (-2.135, 1.113, -0.903)
C (-1.401, 0.250, -0.100)
C (-2.050, -0.780, 0.592)
C (-3.422, -0.949, 0.454)
C (-1.297, -1.693, 1.488)
O (-1.838, -2.601, 2.085)
C (0.172, -1.462, 1.641)
C (0.884, -2.270, 2.513)
C (2.248, -2.089, 2.662)
C (2.910, -1.103, 1.937)
C (2.200, -0.293, 1.068)
C (0.829, -0.465, 0.923)
C (0.072, 0.439, 0.001)
O (0.650, 1.291, -0.635)
H (-5.214, -0.218, -0.455)
H (-4.072, 1.626, -1.645)
H (-1.634, 1.914, -1.428)
H (-3.913, -1.752, 0.985)
H (0.356, -3.031, 3.072)
H (2.803, -2.710, 3.358)
H (3.977, -0.963, 2.054)
H (2.698, 0.480, 0.500)
C (-4.648, 7.394, -5.231)
C (-4.009, 8.426, -5.909)
C (-2.643, 8.602, -5.780)
C (-1.909, 7.752, -4.963)
C (-2.553, 6.726, -4.268)
C (-3.922, 6.546, -4.412)
C (-1.796, 5.823, -3.356)
O (-2.354, 4.925, -2.759)
C (-0.333, 6.061, -3.195)
C (0.389, 5.269, -2.312)
C (1.750, 5.466, -2.159)
C (2.399, 6.453, -2.892)
C (1.685, 7.249, -3.771)
C (0.318, 7.062, -3.920)
C (-0.435, 7.951, -4.852)
O (0.132, 8.808, -5.493)
H (-5.715, 7.254, -5.339)
H (-4.581, 9.093, -6.541)
H (-2.135, 9.398, -6.307)
H (-4.409, 5.744, -3.876)
H (-0.120, 4.501, -1.746)
H (2.308, 4.848, -1.467)
H (3.464, 6.602, -2.776)
H (2.178, 8.022, -4.344)

Force components x, y, z for each atom (eV/Å):
C -0.032 0.282 -0.166
C 0.128 0.177 0.453
C -0.407 -0.265 0.012
O 0.192 0.153 -0.047
N 0.294 -0.249 -0.037
C 0.479 -0.171 -0.417
N -1.578 0.273 0.356
N 0.049 -0.207 0.039
C -0.273 -0.003 0.313
F 0.182 -0.132 0.002
F 0.092 0.277 -0.208
F -0.050 -0.086 -0.130
H 0.018 -0.103 0.049
H -0.031 -0.214 0.079
H -0.001 -0.017 -0.093
H -0.034 0.069 -0.200
H -0.065 -0.001 -0.264
H 0.000 0.053 0.089
H 0.260 0.017 0.069
H -0.140 -0.021 0.204
H 0.224 -0.018 0.129
H 0.832 0.161 -0.233
H -0.151 0.028 -0.076
C 0.010 0.025 -0.017
C -0.031 -0.031 0.013
C -0.045 0.073 -0.065
C 0.039 -0.063 0.069
C 0.087 0.025 0.014
C -0.079 0.023 -0.025
C -0.070 -0.047 -0.005
O 0.015 -0.026 -0.014
C -0.056 0.058 -0.079
C 0.195 -0.164 0.155
C -0.065 0.059 -0.085
C 0.010 -0.038 0.019
C 0.091 -0.026 0.048
C -0.065 -0.022 0.009
C -0.035 0.051 -0.058
O 0.039 0.032 0.015
H -0.014 0.002 -0.001
H 0.000 0.012 -0.011
H 0.057 -0.009 0.007
H 0.043 -0.021 0.043
H -0.059 0.013 -0.005
H -0.011 0.113 0.046
H 0.013 0.007 0.004
H -0.050 0.036 -0.030
C 0.013 0.017 -0.011
C -0.007 -0.023 0.013
C -0.081 0.033 -0.052
C 0.031 -0.057 0.057
C 0.082 0.022 0.009
C -0.089 0.026 -0.031
C -0.025 -0.035 0.017
O 0.004 -0.059 0.021
C -0.040 0.057 -0.042
C 0.078 -0.063 0.059
C 0.021 0.024 -0.021
C -0.016 -0.020 0.015
C 0.093 -0.015 0.042
C -0.085 -0.022 0.001
C 0.023 0.038 -0.031
O 0.003 0.007 0.004
H -0.013 0.003 -0.002
H -0.009 0.002 -0.012
H 0.068 -0.014 0.009
H 0.046 -0.022 0.044
H -0.067 -0.006 -0.036
H 0.007 -0.015 0.002
H 0.012 0.002 0.005
H -0.053 0.035 -0.032

Mulliken atomic charge list, values in e, 8 entries:
1 C -1.40
2 C 0.42
3 C -0.51
4 O -0.19
5 N -0.45
6 C 0.25
7 N -0.25
8 N 0.04



2.
C6H10O | the ωB97M-V functional and the def2-TZVPD basis

Properties
E_HOMO (spin up / spin down) (eV): -6.9 / -7.0
Net charge: 0
HOMO-LUMO gap (spin up / spin down) (eV): 7.87 / 8.06
Lowest unoccupied orbital energy (spin up / spin down) (eV): 0.99 / 1.01

CARTESIAN COORDINATES (ANGSTROEM)
O (1.487, -0.139, 1.290)
C (0.628, 0.818, 1.416)
C (-0.680, 1.078, 0.721)
C (-1.403, -0.076, 0.031)
C (-0.850, -0.473, -1.311)
C (0.236, 0.036, -1.886)
C (1.736, -1.250, 0.654)
H (0.961, 1.553, 2.141)
H (-1.348, 1.485, 1.494)
H (-0.570, 1.901, -0.008)
H (-2.452, 0.223, -0.112)
H (-1.439, -0.951, 0.696)
H (-1.404, -1.258, -1.828)
H (0.579, -0.313, -2.855)
H (0.843, 0.801, -1.404)
H (1.026, -1.709, -0.017)
H (2.650, -1.727, 0.978)

Force components x, y, z for each atom (eV/Å):
O 0.478 0.110 0.319
C -0.458 0.466 0.048
C -0.033 -0.017 -0.052
C 0.009 -0.039 0.005
C 0.154 0.061 -0.118
C -0.159 -0.067 0.068
C -0.121 -0.459 -0.182
H 0.021 -0.128 -0.109
H 0.130 -0.086 -0.108
H 0.042 -0.147 0.110
H 0.160 -0.083 0.029
H 0.024 0.065 -0.120
H 0.084 0.125 0.043
H -0.083 0.047 0.118
H -0.110 -0.109 -0.071
H 0.003 0.194 0.075
H -0.144 0.069 -0.054

Mulliken atomic charge list, values in e, 8 entries:
1 O -0.33
2 C -0.23
3 C -0.72
4 C -0.43
5 C -0.24
6 C -0.67
7 C -0.48
8 H 0.39



3.
C6H16N2O2 | the ωB97M-V functional and the def2-TZVPD basis

Properties
E_HOMO (eV): -8.3
Net charge: 0
HOMO-LUMO gap (eV): 9.16
Structure (SMILES): CC(C)(NO)C(C)(C)NO
Lowest unoccupied orbital energy (eV): 0.83

CARTESIAN COORDINATES (ANGSTROEM)
C (0.662, -1.450, -1.158)
C (-0.255, -0.377, -0.585)
C (-0.808, 0.502, -1.697)
N (-1.559, -1.268, -0.017)
O (-2.751, -0.520, 0.233)
C (0.264, 0.341, 0.632)
C (1.021, -0.525, 1.629)
C (-0.720, 1.254, 1.346)
N (1.404, 1.418, 0.037)
O (2.555, 0.836, -0.578)
H (1.650, -1.046, -1.367)
H (0.244, -1.828, -2.088)
H (0.760, -2.286, -0.471)
H (0.005, 0.885, -2.311)
H (-1.400, 1.330, -1.314)
H (-1.446, -0.109, -2.335)
H (-1.340, -1.683, 0.887)
H (-3.284, -0.647, -0.562)
H (1.789, -1.133, 1.159)
H (1.518, 0.131, 2.342)
H (0.341, -1.166, 2.187)
H (-1.106, 2.023, 0.681)
H (-0.221, 1.752, 2.174)
H (-1.558, 0.705, 1.768)
H (0.998, 1.993, -0.698)
H (3.234, 0.867, 0.107)

Force components x, y, z for each atom (eV/Å):
C -0.159 0.077 0.057
C -2.981 -1.885 1.206
C -0.044 -0.167 0.292
N 1.292 0.357 -1.623
O 0.383 0.331 -0.123
C 2.784 2.129 -1.373
C 0.049 0.310 -0.134
C 0.213 0.044 0.029
N -1.025 -0.658 1.766
O -0.362 -0.321 0.100
H -0.016 0.039 0.069
H -0.120 -0.050 -0.004
H 0.038 -0.093 0.038
H 0.037 0.034 -0.030
H -0.015 0.054 -0.035
H -0.003 -0.014 -0.044
H 0.145 0.337 -0.142
H 0.166 -0.178 0.147
H -0.030 -0.089 -0.076
H -0.055 0.034 0.073
H -0.030 -0.095 0.008
H -0.133 0.029 -0.003
H 0.193 0.063 -0.057
H -0.025 -0.077 -0.181
H -0.104 -0.387 0.107
H -0.199 0.176 -0.068

Mulliken atomic charge list, values in e, 8 entries:
1 C -1.70
2 C 1.92
3 C -2.24
4 N -0.55
5 O -0.41
6 C 1.37
7 C -2.00
8 C -1.69



4.
C4H8N2 | the ωB97M-V functional and the def2-TZVPD basis

Properties
E_HOMO (spin up / spin down) (eV): -7.3 / -7.3
Net charge: 0
HOMO-LUMO gap (spin up / spin down) (eV): 7.66 / 7.66
Lowest unoccupied orbital energy (spin up / spin down) (eV): 0.35 / 0.35

CARTESIAN COORDINATES (ANGSTROEM)
C (-0.284, 1.303, 0.543)
N (-0.369, 0.053, -0.205)
C (-1.464, -0.853, 0.098)
C (0.686, -0.338, -0.917)
C (2.058, -0.061, -0.425)
N (2.879, 0.711, -0.006)
H (-1.155, 1.390, 1.196)
H (-0.262, 2.154, -0.142)
H (0.638, 1.327, 1.138)
H (-1.341, -1.275, 1.105)
H (-1.468, -1.674, -0.623)
H (-2.423, -0.329, 0.047)
H (0.556, -1.168, -1.606)
H (1.949, -1.240, -0.204)

Force components x, y, z for each atom (eV/Å):
C 0.002 0.096 0.071
N 0.196 -0.026 -0.115
C -0.112 -0.081 -0.045
C -0.258 -0.068 0.097
C 0.381 0.593 0.176
N -0.493 -0.504 -0.294
H 0.143 -0.030 -0.078
H -0.016 -0.117 0.112
H -0.113 0.008 -0.070
H -0.023 0.058 -0.129
H 0.001 0.129 0.094
H 0.140 -0.057 0.001
H 0.077 0.094 0.112
H 0.074 -0.095 0.069

Mulliken atomic charge list, values in e, 8 entries:
1 C -0.96
2 N 0.14
3 C -0.91
4 C -0.35
5 C 0.19
6 N -0.65
7 H 0.35
8 H 0.28



5.
C3H5N3O | the ωB97M-V functional and the def2-TZVPD basis

Properties
E_HOMO (eV): -8.3
Net charge: 0
HOMO-LUMO gap (eV): 8.81
Lowest unoccupied orbital energy (eV): 0.46

CARTESIAN COORDINATES (ANGSTROEM)
C (1.060, -0.461, -0.153)
N (-0.999, 0.723, 0.501)
N (-0.120, -0.730, -0.953)
C (-1.181, 0.107, -0.753)
C (0.598, 0.194, 1.152)
N (-0.577, -0.058, 1.708)
O (-2.092, 0.341, -1.513)
H (-1.415, 1.621, 0.698)
H (-0.050, -1.179, -1.852)
H (1.577, -1.388, 0.116)
H (1.771, 0.187, -0.682)
H (1.425, 0.643, 1.731)

Force components x, y, z for each atom (eV/Å):
C -0.410 0.457 -0.196
N -0.428 -0.144 -0.726
N 0.088 -0.104 0.086
C -0.257 0.188 0.317
C 0.175 -0.437 0.604
N 0.480 0.236 -0.380
O 0.260 -0.055 0.049
H 0.110 -0.124 0.014
H -0.027 0.044 0.061
H -0.055 0.096 0.118
H -0.020 -0.052 0.038
H 0.083 -0.105 0.015

Mulliken atomic charge list, values in e, 8 entries:
1 C -0.52
2 N 0.00
3 N -0.18
4 C 0.38
5 C 0.12
6 N -0.66
7 O -0.59
8 H 0.22



6.
C16H37N7O8SSn | the ωB97M-V functional and the def2-TZVPD basis

Properties
E_HOMO (eV): -14.6
Net charge: +2
HOMO-LUMO gap (eV): 10.06
Lowest unoccupied orbital energy (eV): -4.50

CARTESIAN COORDINATES (ANGSTROEM)
Sn (-0.801, -0.208, 0.512)
N (3.780, -3.714, 1.101)
N (4.862, -2.913, 0.735)
C (4.734, -1.647, 0.313)
O (5.609, -0.925, -0.074)
O (3.399, -1.211, 0.416)
H (3.953, -4.114, 2.015)
H (3.662, -4.461, 0.426)
H (5.799, -3.286, 0.667)
N (-0.894, 0.748, 2.803)
C (-1.956, 1.776, 2.814)
C (-2.607, 1.868, 4.204)
C (-3.715, 2.894, 4.462)
C (-3.375, 4.354, 4.179)
N (-3.500, 4.620, 2.748)
C (-3.255, 5.777, 2.170)
N (-2.903, 6.846, 2.892)
N (-3.336, 5.878, 0.839)
C (-2.948, 1.482, 1.679)
O (-3.871, 2.259, 1.463)
O (-2.741, 0.419, 0.979)
H (-1.206, -0.055, 3.348)
H (-0.061, 1.096, 3.266)
H (-1.483, 2.721, 2.537)
H (-1.798, 2.037, 4.920)
H (-3.021, 0.882, 4.438)
H (-3.977, 2.820, 5.517)
H (-4.617, 2.629, 3.908)
H (-2.361, 4.592, 4.517)
H (-4.075, 4.988, 4.731)
H (-3.745, 3.803, 2.164)
H (-2.956, 6.823, 3.895)
H (-2.799, 7.748, 2.460)
H (-3.616, 5.083, 0.290)
H (-3.231, 6.760, 0.371)
C (-2.265, 0.043, -3.928)
C (-2.283, 0.559, -2.528)
C (-3.387, 1.480, -2.138)
O (-1.388, 0.229, -1.748)
H (-2.471, 0.847, -4.636)
H (-3.080, -0.679, -4.031)
H (-1.321, -0.443, -4.156)
H (-4.328, 1.158, -2.583)
H (-3.143, 2.457, -2.568)
H (-3.481, 1.569, -1.060)
O (-0.565, 3.263, -1.325)
N (0.150, 2.453, -0.788)
O (-0.284, 1.902, 0.323)
C (4.168, 0.815, -4.188)
C (3.447, 1.167, -2.888)
C (3.417, -0.072, -1.998)
S (2.908, 0.174, -0.272)
O (1.259, 2.132, -1.211)
C (4.079, 1.413, 0.367)
C (3.462, 2.764, 0.695)
C (4.515, 3.633, 1.377)
H (4.240, 1.694, -4.826)
H (3.628, 0.046, -4.742)
H (5.179, 0.453, -4.000)
H (2.440, 1.517, -3.094)
H (3.971, 1.982, -2.384)
H (4.418, -0.495, -1.916)
H (2.724, -0.831, -2.365)
H (4.906, 1.482, -0.337)
H (4.460, 0.924, 1.265)
H (2.595, 2.630, 1.347)
H (3.104, 3.247, -0.212)
H (4.890, 3.168, 2.290)
H (4.097, 4.603, 1.639)
H (5.367, 3.808, 0.718)

Force components x, y, z for each atom (eV/Å):
Sn -0.002 0.271 0.031
N -0.017 -0.017 -0.002
N 0.042 0.022 -0.107
C -0.014 0.021 0.191
O 0.078 -0.055 -0.076
O -0.160 -0.131 -0.078
H -0.021 0.034 0.015
H 0.017 -0.016 0.013
H 0.001 -0.006 0.015
N -0.119 -0.085 -0.013
C -0.013 0.043 -0.072
C -0.027 -0.058 0.002
C -0.028 -0.022 -0.025
C -0.009 0.016 -0.008
N 0.072 -0.058 0.019
C -0.049 0.003 -0.051
N -0.010 0.019 0.017
N -0.011 0.002 0.019
C 0.051 0.098 -0.011
O -0.013 0.022 -0.004
O -0.023 -0.136 -0.096
H 0.018 0.027 0.063
H 0.040 0.014 -0.089
H 0.007 0.009 0.061
H 0.002 0.027 -0.008
H 0.016 0.004 0.027
H 0.019 -0.019 0.005
H -0.007 0.013 -0.003
H 0.002 -0.010 0.012
H -0.003 0.018 -0.008
H 0.016 0.015 0.004
H 0.004 -0.005 -0.001
H 0.008 -0.002 -0.002
H 0.023 -0.010 0.005
H -0.004 0.004 0.002
C -0.020 0.030 0.005
C 0.062 -0.002 -0.028
C -0.005 -0.033 0.039
O -0.046 -0.098 -0.003
H 0.003 0.000 0.001
H 0.010 0.000 -0.002
H 0.001 0.002 0.001
H 0.008 0.012 -0.014
H -0.007 0.015 0.009
H 0.014 0.002 0.004
O 0.018 0.013 0.055
N -0.184 0.091 -0.275
O 0.234 -0.111 0.236
C -0.005 0.012 -0.013
C -0.013 0.001 0.026
C 0.055 -0.083 0.044
S 0.297 0.143 0.015
O -0.264 -0.072 0.085
C 0.075 -0.071 -0.006
C -0.026 0.017 -0.007
C 0.010 0.003 -0.001
H -0.008 -0.002 -0.004
H 0.010 -0.009 0.009
H 0.001 0.012 0.001
H -0.023 0.017 0.013
H 0.010 -0.009 0.000
H -0.054 0.001 -0.032
H -0.007 0.016 -0.037
H -0.008 -0.009 0.015
H -0.005 0.068 0.019
H -0.015 -0.012 -0.006
H 0.010 0.004 -0.003
H -0.011 0.002 0.005
H -0.002 0.002 -0.003
H -0.002 -0.005 0.003

Mulliken atomic charge list, values in e, 8 entries:
1 Sn 1.08
2 N -0.55
3 N -0.08
4 C 0.61
5 O -0.53
6 O -0.38
7 H 0.27
8 H 0.25



Calculated DFT total energy, -57512.5148; -8427.1349; -13552.9335; -7253.9013; -9706.4742; -60655.4737 eV (same order as the records).
Calculated relative energy (zero: lowest compared OMol25 entry of this formula, charge and spin), 0.000; 4.106; 5.218; 3.974; 4.110; 1.136 eV (same order as the records).
Calculated max |F|, 1.64; 0.65; 3.76; 0.76; 0.85; 0.35 eV/Å (same order as the records).